[1]
Computed, not measured: a molecular structure, C56H51AsBrN9O2SV in a non-equilibrium geometry, with wB97M-V/def2-TZVPD.

Properties
Maximum force in Eh/bohr: 0.0225
Highest occupied orbital energy (alpha / beta) in Ha: -0.2262 / -0.2418
Multiplicity: 2
Total charge: 0

Last column: Löwdin charge in e.
CARTESIAN COORDINATES (ANGSTROEM)
V -0.4117 -1.2894 1.2499  0.91
C -3.9366 -3.7328 1.7934  -0.12
C -2.6952 -3.3495 1.3510  -0.14
N -1.9472 -2.4513 2.0302  0.01
C -2.4738 -2.0242 3.2052  -0.19
C -3.7726 -2.3702 3.5777  -0.08
N -4.5100 -3.2147 2.8907  0.08
C -1.5534 -1.2372 3.9944  -0.19
C -1.7310 -0.7536 5.2854  0.07
C -0.6711 -0.1326 5.9224  -0.14
C 0.5689 -0.0675 5.2766  0.06
C 0.6751 -0.5578 3.9918  -0.18
N -0.3908 -1.0550 3.3556  0.04
C 1.9115 -0.6753 3.2066  -0.18
C 3.1052 -0.0747 3.5678  -0.06
N 4.2206 -0.2206 2.8654  0.10
C 4.1277 -0.9750 1.7797  -0.12
C 2.9312 -1.5647 1.3861  -0.12
N 1.8164 -1.4293 2.0878  0.09
C -0.8304 0.4290 7.2852  -0.18
C -1.5862 -0.2171 8.2575  -0.02
C -1.7066 0.3602 9.5107  -0.14
N -1.1372 1.5140 9.8505  0.06
C -0.4136 2.1271 8.9186  -0.14
C -0.2297 1.6320 7.6372  -0.01
H -4.5109 -4.4677 1.2458  0.11
H -2.2711 -3.7448 0.4411  0.06
H -4.2152 -1.9431 4.4705  0.12
H -2.6843 -0.8462 5.7877  0.12
H 1.4289 0.3152 5.8069  0.12
H 3.1592 0.5663 4.4394  0.11
H 5.0232 -1.1118 1.1881  0.11
H 2.8738 -2.1231 0.4683  0.06
H -2.0544 -1.1712 8.0517  0.11
H -2.2861 -0.1320 10.2831  0.11
H 0.0389 3.0676 9.2096  0.11
H 0.3533 2.1889 6.9155  0.11
C -2.0341 -3.7302 -7.1819  -0.05
C -2.1534 -3.1480 -5.7990  -0.27
C -2.4315 -1.8061 -5.5988  -0.02
C -2.5061 -1.2412 -4.3273  -0.26
C -2.9526 0.1966 -4.2477  -0.04
C -2.2467 -2.0485 -3.2054  -0.28
As -2.3026 -1.4814 -1.3041  1.39
N -0.6028 -1.8924 -0.5852  -0.33
C 0.4394 -2.5826 -1.2022  -0.40
C 0.7687 -2.5034 -2.5666  -0.06
C 1.7810 -3.2742 -3.1111  -0.09
C 2.5110 -4.1608 -2.3290  -0.13
C 2.1952 -4.2640 -0.9802  -0.10
C 1.1744 -3.5039 -0.4351  -0.10
C -2.2456 0.4864 -1.2596  -0.31
C -1.1709 1.2908 -1.6604  -0.28
C 0.0741 0.7248 -2.2856  -0.07
C -1.2518 2.6687 -1.4878  -0.02
C -2.3694 3.2773 -0.9386  -0.26
C -2.4299 4.7678 -0.7451  -0.04
C -3.4276 2.4673 -0.5514  -0.01
C -3.3823 1.0871 -0.6934  -0.30
C -4.5734 0.2900 -0.2141  -0.08
C -2.0935 -3.4356 -3.3927  -0.30
C -2.0738 -4.4097 -2.2418  -0.07
C -2.0252 -3.9538 -4.6784  -0.02
H -2.3265 -3.0068 -7.9415  0.07
H -2.6640 -4.6139 -7.2895  0.08
H -1.0055 -4.0352 -7.3831  0.08
H -2.6134 -1.1713 -6.4595  0.11
H -3.2585 0.5442 -5.2344  0.08
H -2.1826 0.8680 -3.8795  0.06
H -3.8084 0.2959 -3.5788  0.08
H 0.2307 -1.8190 -3.2035  0.08
H 1.9976 -3.1855 -4.1692  0.11
H 3.2765 -4.7890 -2.7678  0.10
H 2.7304 -4.9660 -0.3515  0.10
H 0.8912 -3.6537 0.6035  0.10
H 0.5301 -0.0139 -1.6301  0.01
H 0.8108 1.5125 -2.4504  0.06
H -0.1311 0.2417 -3.2431  0.08
H -0.4106 3.2815 -1.7937  0.12
H -1.4971 5.2420 -1.0481  0.08
H -2.6010 5.0063 0.3055  0.07
H -3.2449 5.2102 -1.3213  0.08
H -4.3084 2.9209 -0.1095  0.12
H -5.3480 0.9591 0.1585  0.07
H -4.2965 -0.3919 0.5934  0.06
H -5.0059 -0.3169 -1.0125  0.07
H -2.9979 -4.3156 -1.6645  0.07
H -1.2318 -4.2526 -1.5691  0.05
H -2.0112 -5.4314 -2.6142  0.08
H -1.8828 -5.0214 -4.8070  0.12
N 5.0890 -1.5144 -2.7044  0.08
C 4.6423 -0.2384 -2.4893  -0.85
S 3.3583 0.0439 -1.4806  0.76
N 5.3600 0.7023 -3.1574  0.04
C 5.1458 2.1055 -3.1501  -0.27
C 6.2194 2.9502 -2.9139  -0.03
C 6.0521 4.3250 -3.0072  -0.09
C 4.8092 4.8546 -3.3154  -0.10
C 3.7327 4.0046 -3.5326  -0.08
C 3.8985 2.6318 -3.4615  -0.05
H 4.4417 -2.2313 -2.4025  0.06
H 5.5697 -1.7117 -3.5691  0.10
H 6.2546 0.4050 -3.5168  0.14
H 7.1858 2.5317 -2.6605  0.11
H 6.8946 4.9801 -2.8299  0.10
H 4.6762 5.9262 -3.3743  0.10
H 2.7589 4.4115 -3.7683  0.11
H 3.0703 1.9631 -3.6476  0.09
Br 3.2071 5.0987 0.4603  0.74
C 1.5744 4.4875 1.2035  -0.67
C 0.7606 5.3765 1.8900  -0.13
C -0.4318 4.9174 2.4329  -0.08
C -0.8005 3.5894 2.2833  -0.02
C 0.0268 2.7153 1.5924  -0.13
C 1.2274 3.1585 1.0480  -0.06
C -0.3745 1.2838 1.4415  -0.57
O -1.5039 0.8823 1.7740  0.03
O 0.5021 0.4735 0.9789  -0.12
H 1.0585 6.4097 1.9993  0.10
H -1.0716 5.6035 2.9721  0.11
H -1.7297 3.2103 2.6873  0.12
H 1.8691 2.4672 0.5164  0.11

---

[2]
Computed, not measured: a molecular structure, C56H52FNO2P2RuS3 in a non-equilibrium geometry, with wB97M-V/def2-TZVPD.

Properties
Maximum force in Eh/bohr: 0.0388
Highest occupied orbital energy (alpha / beta) in Ha: -0.4663 / -0.4780
Multiplicity: 5
Total charge: +2

Last column: Löwdin charge in e.
CARTESIAN COORDINATES (ANGSTROEM)
Ru -0.3888 -0.2375 0.4866  0.76
O -1.7569 -0.8821 3.2628  -0.45
S -0.5110 -0.3657 2.7522  0.73
C 0.8608 -1.2661 3.4638  -0.38
C 0.8077 -1.8037 4.7364  -0.06
C 1.9345 -2.4300 5.2411  -0.02
C 3.0902 -2.5000 4.4760  -0.02
C 3.1224 -1.9924 3.1878  -0.06
C 1.9849 -1.3907 2.6563  -0.34
P 1.9760 -0.7023 0.9540  1.05
C 3.1874 0.6337 1.2538  -0.33
C 4.4963 0.6339 0.7855  -0.06
C 5.3559 1.6494 1.1632  -0.05
C 4.9268 2.6622 2.0035  -0.05
C 3.6252 2.6605 2.4783  -0.05
C 2.7610 1.6513 2.1086  -0.12
C 2.8838 -1.8939 -0.0686  -0.36
C 3.0302 -3.2290 0.2957  -0.09
C 3.7951 -4.0695 -0.4924  -0.05
C 4.4015 -3.5916 -1.6434  -0.05
C 4.1941 -2.2804 -2.0437  -0.06
C 3.4231 -1.4329 -1.2715  -0.12
C -0.3892 1.2816 3.4803  -0.35
C -0.0402 1.5078 4.7991  -0.03
C -0.1409 2.7955 5.3023  -0.03
C -0.6168 3.8269 4.5058  -0.03
C -0.9498 3.5911 3.1846  -0.06
C -0.8330 2.3080 2.6548  -0.36
P -1.2372 1.9811 0.8970  1.05
C -3.0274 2.2612 0.8087  -0.36
C -3.6355 2.1762 -0.4448  -0.11
C -4.9746 2.4864 -0.5818  -0.06
C -5.7114 2.8830 0.5237  -0.05
C -5.1138 2.9420 1.7717  -0.05
C -3.7773 2.6203 1.9241  -0.06
C -0.5260 3.5059 0.2013  -0.37
C -1.3128 4.6101 -0.1093  -0.08
C -0.7075 5.7981 -0.4839  -0.05
C 0.6751 5.8941 -0.5202  -0.05
C 1.4606 4.7873 -0.2316  -0.06
C 0.8620 3.5897 0.1119  -0.11
H -0.1120 -1.7440 5.2975  0.13
H 1.9115 -2.8562 6.2315  0.12
H 3.9700 -2.9745 4.8806  0.12
H 4.0208 -2.0636 2.5909  0.12
H 4.8551 -0.1492 0.1358  0.10
H 6.3701 1.6444 0.8002  0.12
H 5.6059 3.4445 2.2965  0.12
H 3.2806 3.4431 3.1342  0.12
H 1.7431 1.6417 2.4823  0.07
H 2.5631 -3.6058 1.1946  0.09
H 3.9298 -5.0974 -0.1988  0.12
H 5.0341 -4.2399 -2.2289  0.12
H 4.6441 -1.9148 -2.9528  0.12
H 3.2465 -0.4107 -1.5822  0.12
H 0.3161 0.6964 5.4145  0.11
H 0.1378 2.9882 6.3247  0.12
H -0.7245 4.8210 4.9135  0.12
H -1.3088 4.3949 2.5590  0.12
H -3.0510 1.8874 -1.3081  0.09
H -5.4393 2.4312 -1.5531  0.11
H -6.7533 3.1374 0.4138  0.12
H -5.6854 3.2497 2.6326  0.12
H -3.3262 2.6631 2.9040  0.11
H -2.3883 4.5403 -0.0411  0.11
H -1.3179 6.6521 -0.7357  0.12
H 1.1426 6.8333 -0.7687  0.12
H 2.5391 4.8536 -0.2829  0.12
H 1.4624 2.7103 0.3187  0.08
C -0.6033 -3.9701 -3.2591  -0.02
C 0.2913 -3.1630 -2.2998  -0.33
C -0.2961 -3.2513 -0.8991  -0.10
C 0.5515 -1.7889 -2.8798  -0.14
C 1.4285 -1.7890 -3.9575  -0.05
C 1.7094 -0.6449 -4.6712  -0.04
C 1.0998 0.5458 -4.3192  -0.02
C 0.2418 0.6160 -3.2350  -0.13
C -0.4816 1.9072 -2.9324  -0.37
C -1.6881 2.0555 -3.8673  -0.03
C 0.4271 3.1247 -3.0799  -0.05
C -0.0286 -0.5604 -2.4898  -0.19
N -0.9486 -0.4955 -1.4322  -0.03
C -2.2412 -0.8342 -1.6588  -0.23
C -2.7562 -1.0436 -2.9610  0.00
C -4.1014 -1.2514 -3.1679  -0.03
C -4.9937 -1.2878 -2.1026  -0.01
C -4.5164 -1.1820 -0.8016  0.03
C -3.1749 -0.9705 -0.6061  -0.19
F -2.6834 -0.9079 0.6771  -0.03
H -0.6804 -4.9992 -2.9123  0.09
H -0.1912 -3.9798 -4.2645  0.09
H -1.6057 -3.5481 -3.2996  0.07
H 1.2722 -3.6495 -2.2775  0.13
H -1.3851 -3.2259 -0.9280  0.07
H 0.0687 -2.4463 -0.2401  0.01
H 0.0112 -4.1888 -0.4427  0.06
H 1.8826 -2.7223 -4.2496  0.13
H 2.3809 -0.6916 -5.5116  0.12
H 1.3004 1.4255 -4.9080  0.12
H -0.8325 1.8657 -1.8874  0.08
H -1.3645 2.0110 -4.9032  0.10
H -2.1727 3.0124 -3.6963  0.09
H -2.4225 1.2686 -3.7150  0.05
H 0.7104 3.2843 -4.1164  0.08
H 1.3287 3.0119 -2.4845  0.08
H -0.0960 4.0174 -2.7501  0.08
H -2.0670 -1.0148 -3.7917  0.13
H -4.4651 -1.3839 -4.1763  0.13
H -6.0490 -1.4109 -2.2785  0.12
H -5.1712 -1.2671 0.0510  0.14
C -1.7785 -6.8513 0.0833  -0.05
O -2.0559 -5.5541 0.6072  -0.15
C -1.2560 -5.0355 1.4868  -1.35
S 0.1424 -5.6739 2.1530  0.75
S -1.4586 -3.4849 2.1062  0.80
H -2.2195 -6.8797 -0.9119  0.10
H -2.2371 -7.6131 0.7168  0.11
H -0.7000 -7.0259 0.0336  0.07

---

Which of these has the highest maximum force? C56H52FNO2P2RuS3

---

Among the records above, which one has the highest multiplicity? C56H52FNO2P2RuS3

---

multiplicity of number 1 (C56H51AsBrN9O2SV)? 2

---

Look up the total charge of the second one. +2